[1]
This record from the OMol25 dataset describes a structure of composition C14H27ClIIrN2P2S. The level of theory is ωB97M-V/def2-TZVPD.

2S+1: 6
E_HOMO (spin up / spin down), Ha: -0.60059 / -0.65783
Charge: +3
Gap between HOMO and LUMO (spin up / spin down), eV: 7.023 / 4.084

Last column: natural (NBO) charge in e.
Element x y z (Å)
C  1.5393  0.2976  2.6204  -0.1785
C  -0.6369  0.2561  3.6604  -0.2543
H  -1.9728  -3.1584  -1.0547  0.2404
C  -1.3238  3.1565  -0.6942  -0.9412
H  0.3774  2.4664  -3.1784  0.2158
H  -2.5538  -0.2781  -0.3912  0.4193
H  1.9783  2.2799  -2.4327  0.2746
H  2.1728  0.2518  1.7558  0.2645
C  0.1518  0.1915  2.5143  0.2654
Cl  2.4719  -0.1180  -0.8212  -0.4038
C  1.0056  2.7691  -2.3365  -0.9302
H  2.2729  -2.5089  0.8675  0.2676
H  -1.1319  4.2302  -0.7907  0.2741
C  1.2992  0.5406  5.0407  -0.0064
H  -1.9895  2.8325  -1.4989  0.2390
P  0.2364  2.1994  -0.7746  0.9417
H  -0.7283  0.4791  5.8041  0.2750
H  2.2610  2.4953  0.4915  0.2664
H  -1.1084  -4.4330  -0.1499  0.2762
Ir  0.0973  -0.1069  -0.5905  0.5378
H  1.7491  0.6790  6.0148  0.2709
C  2.1118  0.4747  3.8924  -0.1736
H  0.8408  -2.6745  1.9043  0.2315
H  -2.2122  0.7061  -6.6520  0.2750
H  3.1850  0.5630  3.9904  0.2712
I  -1.5904  0.0278  -4.1266  0.8308
C  -1.8881  -0.0360  1.6138  0.2662
C  1.2946  -2.9873  0.9602  -0.9450
H  -2.0383  -1.0815  -6.5335  0.2898
H  -0.5737  -0.0381  -6.6138  0.2819
H  0.3960  -3.0358  -2.7675  0.2374
C  1.2806  2.9779  0.5135  -0.9457
N  -0.5597  0.0297  1.3645  -0.5816
H  -1.8205  2.9603  0.2598  0.2411
H  1.1569  -4.2808  -1.7328  0.2698
N  -2.8496  -0.2008  0.5931  -0.7149
S  -2.2601  0.1029  3.2537  0.6126
H  0.8291  2.8074  1.4944  0.2332
H  1.4058  -4.0770  0.9484  0.2791
C  1.0250  -3.2047  -1.8895  -0.9355
P  0.2491  -2.4142  -0.4305  0.9485
C  -1.6058  -0.1165  -6.2805  -0.7105
H  1.9942  -2.7279  -2.0571  0.2709
C  -0.0932  0.4289  4.9284  -0.1511
H  -1.8046  -3.0270  0.7038  0.2365
H  1.1294  3.8576  -2.3422  0.2717
C  -1.3060  -3.3578  -0.2114  -0.9411
H  1.3868  4.0542  0.3393  0.2794
H  -3.8518  -0.2500  0.8238  0.4579

[2]
This record from the OMol25 dataset describes a structure of composition C14H27ClIN2O2P2Zr. The level of theory is ωB97M-V/def2-TZVPD.

E_HOMO, Ha: -0.65176
Charge: +3
Gap between HOMO and LUMO, eV: 5.490

Last column: natural (NBO) charge in e.
Element x y z (Å)
H  1.3487  1.6877  -3.6191  0.2732
C  -0.3223  1.5582  1.6062  0.1557
H  -0.1892  -0.6603  -5.1921  0.3033
C  -1.5272  3.6000  1.8910  -0.0583
H  -2.4069  0.8520  -3.5313  0.2865
H  2.4167  -3.2482  0.3017  0.2553
C  -0.3923  -1.7259  2.4179  -0.9332
Zr  1.1827  0.1565  -0.6755  1.2192
C  0.2288  -3.9372  -2.0328  -0.8609
C  -0.1276  -1.1737  -4.2208  -0.9274
H  -1.3291  -1.6397  1.8552  0.2480
I  3.4773  -0.5471  -1.7938  0.0560
C  1.6860  -3.2403  1.1207  -0.9246
C  -1.1339  2.6229  -0.2789  0.0626
H  -0.3398  -2.7192  2.8805  0.2814
H  -0.3736  -0.9462  3.1924  0.3027
N  -0.4982  1.5696  0.2699  -0.6280
H  2.1961  -3.5497  2.0444  0.3012
H  -1.9359  4.3888  2.5213  0.2550
H  -1.1965  2.6679  -1.3632  0.2118
H  -0.9436  -1.9076  -4.1596  0.2495
H  -0.1981  2.4451  -3.1815  0.2611
P  -0.2449  0.0077  -2.8441  0.7352
P  1.0489  -1.5475  1.3110  0.7289
H  -0.3806  3.4480  5.6608  0.4422
H  2.7306  -1.6330  3.0308  0.2816
H  1.7535  -0.1323  3.1960  0.2974
C  -0.7930  -3.2803  -1.3054  0.9562
H  0.8607  -3.9357  0.9114  0.2334
H  -0.0556  -4.9673  -2.3626  0.3959
C  -1.6639  3.6370  0.5133  -0.2131
H  1.1614  -3.9651  -1.4249  0.3609
C  -2.0323  0.3094  -2.6559  -0.9218
O  -1.6998  -3.1142  -0.5884  -0.2083
N  -0.6969  3.5011  4.6971  -0.7690
C  2.2595  -0.8032  2.4846  -0.9016
H  0.2498  0.7118  1.9945  0.2003
C  -0.7739  2.5597  2.4566  -0.1559
H  0.4940  -3.3207  -2.9169  0.3446
H  -2.5612  -0.6379  -2.5300  0.2501
C  0.2580  1.5711  -3.6701  -0.8934
H  0.8447  -1.6770  -4.1714  0.2541
H  -0.0744  1.5332  -4.7187  0.2879
H  -2.1509  4.4800  0.0292  0.2715
C  -0.4286  2.4192  3.9124  0.6462
O  0.0718  1.3897  4.3907  -0.6185
H  -0.9979  4.4022  4.3438  0.4083
Cl  2.3924  2.1031  0.0285  -0.3318
H  -2.2176  0.9181  -1.7674  0.2593
H  3.0238  -0.2309  1.9423  0.2695

[3]
This record from the OMol25 dataset describes an isolated molecule of C14H27N3O3. The level of theory is ωB97M-V/def2-TZVPD.

E_HOMO, Ha: -0.33135
SMILES: CC[C@@H](C)[C@@H](NC(C)=O)C(=O)N[C@@H](C(=O)NC)C(C)C
Gap between HOMO and LUMO, eV: 9.461

Last column: natural (NBO) charge in e.
Element x y z (Å)
C  1.1739  0.3325  0.0462  0.6960
O  0.7112  2.8276  2.7498  -0.6078
H  4.4958  3.4580  -2.5626  0.2099
H  3.8597  2.8422  1.0358  0.2122
H  0.3647  -4.8977  0.9138  0.2088
H  -0.0634  4.9688  0.7688  0.2162
H  3.5588  1.0033  -0.4923  0.2352
H  1.0762  -2.3293  -0.1191  0.4200
O  -1.0265  -2.8294  1.9085  -0.6476
C  -0.9872  -1.0180  0.1366  -0.1180
H  -2.2645  1.3156  -0.4922  0.1849
C  -2.9863  -0.0404  1.7687  -0.6281
N  0.7725  2.7352  0.5110  -0.6372
H  4.3062  1.7764  -3.2973  0.2079
H  -1.4492  3.9782  1.3549  0.2253
H  3.2030  3.0407  -3.8074  0.2094
H  1.4006  -4.1604  2.0974  0.2040
H  1.8697  3.0668  -1.9715  0.1742
C  2.5637  2.2633  -1.9929  -0.3927
H  -3.9696  0.5258  -0.6952  0.2202
C  -2.9037  0.3933  -0.6560  -0.6137
H  -2.6775  0.1312  -1.6810  0.2063
N  0.6474  -2.8665  0.5687  -0.6045
H  -4.0134  -0.3862  1.8257  0.2327
H  3.6287  3.9352  -0.1728  0.2009
H  -2.4790  -0.5316  2.5650  0.2347
C  3.8875  2.9761  -0.0047  -0.6023
H  -2.6080  1.0064  1.7570  0.1929
H  2.0027  1.5822  -2.5094  0.2108
C  -0.5263  4.4407  1.6017  -0.7148
C  1.7903  1.6494  0.3929  -0.1376
N  -0.1577  0.1462  0.3888  -0.6339
H  2.0984  -4.3247  0.5306  0.2092
C  2.9865  1.9636  -0.5190  -0.2126
C  0.3850  3.2297  1.6961  0.6818
C  1.1605  -4.1248  1.0084  -0.4173
H  -0.4345  4.9179  2.6715  0.2584
H  -0.6260  0.9844  0.8201  0.4101
H  4.9209  2.8603  -0.3920  0.2162
O  1.7909  -0.5896  -0.4779  -0.6509
C  3.7369  2.6832  -2.9490  -0.6099
C  -2.5077  -0.6720  0.4176  -0.2013
C  -0.4762  -2.3380  0.9513  0.6682
H  2.1846  1.4584  1.3509  0.2588
H  0.2928  3.0783  -0.2277  0.3894
H  -0.9860  -1.3223  -0.9807  0.2104
H  -3.1209  -1.6261  0.2719  0.2254

[4]
This record from the OMol25 dataset describes a cluster of 3 separate species, C14H27N4O6 in total. The level of theory is ωB97M-V/def2-TZVPD.

E_HOMO, Ha: -0.46409
Charge: +1
Gap between HOMO and LUMO, eV: 9.188

Last column: natural (NBO) charge in e.
Element x y z (Å)
H  1.9272  -1.8884  1.3904  0.2428
C  -1.1572  0.9327  -0.7744  -0.7435
H  1.3783  4.0164  -5.3941  0.2348
H  -0.0123  -0.9513  2.9934  0.2004
O  1.7553  2.6240  -1.7755  -0.3611
H  -1.9187  0.0404  2.9889  0.1819
O  2.1540  0.9122  -0.5224  -0.4214
H  3.6032  2.3148  0.7958  0.2294
H  -0.1388  1.2332  -0.9875  0.2530
C  -1.2581  0.1523  0.5248  0.7570
H  -1.0125  -5.5177  0.2811  0.2720
C  -1.7237  -3.4719  -2.0032  0.4374
H  3.9851  3.2996  -0.6484  0.2530
H  0.3680  5.4397  -4.9924  0.2362
H  -2.6545  -3.8298  -1.5273  0.1291
O  2.6606  6.2020  -5.9301  -0.3619
C  -1.2969  -4.5759  0.7444  -0.4895
N  2.4340  5.7330  -4.8349  0.5328
C  -2.3114  2.0345  2.3774  -0.6348
H  -1.6135  0.3999  -1.6023  0.2331
H  -1.6978  1.8691  -0.6123  0.2595
N  0.0931  -2.7711  1.1787  -0.2598
H  -3.2928  1.6328  2.1440  0.2221
H  0.8579  -4.1681  2.4359  0.2124
N  -0.3866  0.5934  1.6057  -0.5211
C  3.1964  2.9271  -0.0007  -0.4820
C  -1.3094  0.9172  2.7312  -0.2248
H  -2.3862  2.7042  3.2295  0.2348
C  1.2385  4.8523  -4.7148  -0.4876
H  -1.9762  2.6141  1.5180  0.2124
C  -0.5784  -2.8829  -1.1654  -0.6042
H  -1.0406  -5.3970  2.8558  0.2519
C  -0.0407  -3.5313  2.4266  -0.2353
H  2.6018  3.7435  0.3992  0.2457
C  -0.5638  -3.3644  0.2567  0.5184
O  3.0975  5.9187  -3.8304  -0.3840
H  1.0243  -1.1960  0.0768  0.2597
H  -0.7446  1.1522  3.6304  0.2091
H  -2.3545  -4.4106  0.5301  0.2630
H  0.3715  -3.1954  -1.6094  0.2835
C  0.9268  -1.5686  1.0917  -0.2490
H  -2.1365  -4.0291  2.6792  0.2286
C  0.4768  -0.5170  2.1211  -0.2284
H  1.3891  -0.0482  2.4895  0.2287
H  1.1650  4.5097  -3.6887  0.2301
O  -1.5967  -3.5297  -3.1660  -0.4493
C  -1.2196  -4.4794  2.3093  -0.4000
H  0.0584  -3.0095  3.3740  0.2448
O  -2.0449  -0.7256  0.6253  -0.5878
H  -0.5904  -1.7954  -1.1902  0.2797
N  2.2945  2.0854  -0.8348  0.5480

[5]
This record from the OMol25 dataset describes a structure of composition C14H27NOS4V. The level of theory is ωB97M-V/def2-TZVPD.

2S+1: 2
E_HOMO (spin up / spin down), Ha: -0.53340 / -0.51197
Charge: +2
Gap between HOMO and LUMO (spin up / spin down), eV: 8.332 / 7.981

Last column: natural (NBO) charge in e.
Element x y z (Å)
H  -2.9485  2.1712  -0.8497  0.2624
H  1.8115  -2.2351  2.8788  0.1977
H  -3.1771  1.6131  -2.5096  0.2677
H  1.3760  -0.0445  3.6024  0.2242
H  -0.6718  1.6245  -2.8456  0.2132
H  -1.2402  3.2187  -2.3320  0.2702
H  -1.4606  -3.0346  -3.1687  0.2701
H  0.1068  -3.4641  1.6562  0.2004
C  0.7713  -0.7883  4.1146  -0.2209
C  0.1752  -3.2981  3.7985  -0.4158
H  -2.3560  -3.0432  -1.6507  0.2573
C  1.2855  -2.2217  3.8380  -0.4263
H  2.2401  2.7098  -0.4775  0.2626
C  -1.1368  2.1773  -2.0260  -0.5174
C  -2.4943  1.6013  -1.6609  -0.5331
H  1.3655  -3.0499  -3.0818  0.2689
H  -3.1918  -1.1789  -3.0187  0.2704
O  -0.1367  -0.4748  1.4533  -0.7369
C  -2.2038  -1.0896  -2.5677  -0.5178
H  3.1978  1.3254  -2.3016  0.2699
H  -1.1688  -4.3473  2.4840  0.2474
C  1.6064  2.3842  -1.3027  -0.5360
H  1.5838  0.8313  -2.8265  0.2157
C  -1.6343  -2.2709  2.1495  -0.4875
H  0.8323  -1.3675  -3.2244  0.2167
S  -0.1100  -2.4475  -1.2640  0.3194
H  2.0137  -2.4889  4.6029  0.2483
V  -0.1171  -0.2562  -0.4423  0.6316
S  -0.0380  2.1070  -0.5506  0.3421
C  2.4610  -1.6944  -1.8171  -0.5332
S  2.2255  -0.2324  -0.7365  0.3339
C  1.1887  -2.1282  -2.5270  -0.5159
H  -2.4796  -2.3078  2.8366  0.2533
N  -0.6211  -0.7095  3.6293  -0.5505
H  -1.5588  -0.5427  -3.2584  0.2206
C  2.1786  1.1383  -1.9635  -0.5202
C  -0.6133  -3.4091  2.4757  -0.3807
S  -2.3870  -0.1079  -1.0149  0.3169
C  -1.6500  -2.4724  -2.2548  -0.5332
H  0.7677  -0.5575  5.1759  0.2355
H  3.2605  -1.4826  -2.5260  0.2686
H  2.8063  -2.4758  -1.1391  0.2581
C  -0.8253  -1.0336  2.3497  0.7357
H  0.6577  -4.2633  3.9507  0.2492
H  -0.5140  -3.1794  4.6402  0.2061
H  -1.2736  -1.1432  4.2638  0.4055
H  -1.9968  -2.3770  1.1302  0.2173
H  1.5242  3.2063  -2.0126  0.2684

no.,F_max (eV/A)
1,3.59
2,6.82
3,4.10
4,2.81
5,1.40